[1]
{"formula": "C19H40Br12NO3P", "method": "wB97M-V/def2-TZVPD", "species": ["C", "C", "C", "C", "O", "N", "C", "O", "O", "P", "C", "C", "H", "H", "H", "H", "H", "H", "H", "H", "H", "H", "H", "H", "H", "H", "H", "H", "Br", "C", "C", "Br", "H", "H", "H", "H", "Br", "C", "C", "Br", "H", "H", "H", "H", "Br", "C", "C", "Br", "H", "H", "H", "H", "Br", "C", "C", "Br", "H", "H", "H", "H", "Br", "C", "C", "Br", "H", "H", "H", "H", "Br", "C", "C", "Br", "H", "H", "H", "H"], "positions_angstrom": [[-0.98265, 0.59602, 4.40674], [-1.18455, -0.08400, 3.05932], [-0.03202, 0.20343, 2.09837], [-0.03762, 1.67030, 1.76652], [0.91277, 2.06474, 0.80267], [0.41254, 2.02749, -0.55982], [1.57752, 2.17898, -1.37379], [1.69886, 1.64878, -2.44794], [2.51408, 3.01569, -0.83393], [-0.65048, 3.38480, -0.99021], [-0.39698, 4.65293, 0.29670], [-2.39042, 2.81796, -0.88194], [0.05197, 0.45356, 4.69326], [-1.62265, 0.17017, 5.17007], [-1.20553, 1.65148, 4.35073], [-2.08892, 0.32757, 2.61606], [-1.32443, -1.14708, 3.19133], [-0.16508, -0.40910, 1.21731], [0.87953, -0.06962, 2.61496], [-1.04334, 1.97387, 1.50917], [0.22881, 2.22531, 2.65707], [3.21322, 2.51285, -0.41513], [-1.34387, 5.10976, 0.54469], [0.25814, 5.39705, -0.12664], [0.06786, 4.27308, 1.19745], [-3.00158, 3.69771, -0.72588], [-2.61181, 2.08808, -0.11425], [-2.64927, 2.37468, -1.83075], [-2.54548, -0.91825, -1.22025], [-3.60879, -2.02914, -0.03619], [-5.06094, -1.63889, -0.07133], [-5.38938, 0.00831, 0.92232], [-3.17951, -1.93720, 0.95096], [-3.47535, -3.04757, -0.39471], [-5.67257, -2.39528, 0.41441], [-5.42389, -1.46881, -1.07880], [-1.51837, -4.54321, -2.59523], [0.18640, -4.67140, -1.65387], [0.07001, -5.27216, -0.28202], [-0.64712, -4.01194, 1.01303], [0.58434, -3.66151, -1.62138], [0.80955, -5.30607, -2.28012], [1.05771, -5.52816, 0.09424], [-0.56744, -6.14928, -0.25788], [2.62868, -2.20549, -0.86938], [3.95229, -1.77318, -2.22466], [3.76436, -2.61399, -3.45816], [4.41208, -4.43096, -3.20287], [4.92738, -1.90466, -1.76860], [3.79616, -0.72160, -2.45609], [4.34675, -2.21840, -4.28570], [2.72333, -2.69106, -3.75598], [-5.49936, 5.33473, 0.90303], [-5.24790, 3.50404, 1.51073], [-4.63518, 3.44718, 2.88283], [-2.73401, 3.86868, 2.84408], [-4.63632, 3.01045, 0.76488], [-6.23947, 3.05731, 1.51839], [-4.70399, 2.43726, 3.28219], [-5.09140, 4.14391, 3.57721], [4.02970, 0.41896, 2.67108], [4.51833, 0.40946, 4.55486], [4.03580, -0.83910, 5.24226], [2.11734, -0.77430, 5.55550], [4.09939, 1.31022, 4.98960], [5.60399, 0.46325, 4.57951], [4.49442, -0.93845, 6.22318], [4.22676, -1.73376, 4.65986], [3.50052, -3.35658, -6.94864], [2.94316, -1.68133, -7.76688], [2.29708, -0.76489, -6.76180], [0.49821, -1.34259, -6.30628], [2.27791, -1.94086, -8.58268], [3.84905, -1.23084, -8.16540], [2.19113, 0.23667, -7.17110], [2.85055, -0.71607, -5.83030]], "homo_ev": -8.10, "lumo_ev": 0.36, "smiles": "CCCCON(C(=O)O)P(C)C.BrCCBr.BrCCBr.BrCCBr.BrCCBr.BrCCBr.BrCCBr", "molar_mass_g_mol": 1320.36, "energy_ha": -32257.90557, "charge": 0}

=====

[2]
{"formula": "C5H8N2O3S", "method": "wB97M-V/def2-TZVPD", "species": ["O", "C", "N", "C", "C", "C", "S", "N", "H", "H", "H", "H", "H", "H", "O", "C", "O", "H", "H"], "positions_angstrom": [[-3.06756, -1.19068, -0.99248], [-2.22991, -0.78379, -0.26905], [-2.36256, 0.35545, 0.52676], [-1.03269, 0.65216, 1.14747], [-0.10457, -0.51718, 0.69186], [1.25569, -0.61738, 0.85186], [2.00747, -2.05021, 0.10734], [-0.91781, -1.26439, -0.09994], [-2.54174, 1.13804, -0.07193], [-1.14270, 0.65672, 2.16413], [-0.60480, 1.63365, 0.69195], [1.69887, -0.21725, 1.64133], [2.29287, -1.63171, -1.08090], [-0.54977, -2.06012, -0.66445], [1.07330, 2.20986, -0.11703], [1.70222, 1.29441, -0.60091], [1.36482, 0.57534, -1.67210], [2.77268, 1.00604, -0.34632], [0.38619, 0.81103, -1.90759]], "homo_ev": -8.98, "lumo_ev": 0.31, "smiles": "O=C1NC/C(=C/S)N1.O=CO", "e_above_lowest_kj_mol": 76.8, "molar_mass_g_mol": 176.20, "energy_ha": -928.72432, "charge": 0}

=====

[3]
{"formula": "C2H5ClOS", "method": "wB97M-V/def2-TZVPD", "species": ["C", "C", "O", "S", "Cl", "H", "H", "H", "H", "H"], "positions_angstrom": [[0.53913, 0.67103, -0.25427], [0.49882, -0.72560, 0.30364], [0.80212, -0.89218, 1.57880], [0.04178, -1.96253, -0.64107], [1.69474, 1.71720, 0.65226], [-0.44767, 1.13684, -0.16320], [0.84042, 0.65576, -1.30084], [-2.17376, -0.28380, -1.16825], [1.13589, -0.06075, 1.96872], [-2.93146, -0.25597, -0.97579]], "homo_ev": -9.11, "lumo_ev": 0.12, "e_above_lowest_kj_mol": 81.6, "molar_mass_g_mol": 112.58, "energy_ha": -1012.77744, "charge": 0}

=====

[4]
{"formula": "CH4N2", "method": "wB97M-V/def2-TZVPD", "species": ["C", "N", "N", "H", "H", "H", "H"], "positions_angstrom": [[0.04003, 0.54854, -0.04756], [-0.48352, -0.63986, -0.51836], [0.13600, -0.53106, 0.77783], [1.34698, 1.00125, -0.90800], [-0.50006, 1.53009, 0.23013], [-1.53353, -0.89443, -0.37066], [0.99411, -1.01454, 0.83663]], "homo_ev": -9.66, "lumo_ev": 1.06, "e_above_lowest_kj_mol": 521.6, "molar_mass_g_mol": 44.06, "energy_ha": -149.84450, "charge": 0}

=====

[5]
{"formula": "C5H9NO", "method": "wB97M-V/def2-TZVPD", "species": ["C", "C", "C", "N", "C", "C", "O", "H", "H", "H", "H", "H", "H", "H", "H", "H"], "positions_angstrom": [[1.62391, -0.82675, -0.61888], [0.38176, -0.03658, -0.34293], [0.34982, 1.44639, -0.48042], [-0.77327, -0.67902, -0.20038], [-2.02822, -0.23685, -0.03549], [-0.47571, 0.37170, 2.46701], [-0.51565, -0.52719, 3.16585], [2.46584, -0.46083, -0.01806], [1.93942, -0.77391, -1.67307], [1.49186, -1.88890, -0.37471], [1.34157, 1.86834, -0.28870], [-0.34795, 1.88899, 0.24086], [0.03338, 1.77106, -1.48589], [-0.67940, -1.68972, -0.15159], [-2.24873, 0.81088, -0.17046], [-2.79835, -0.97375, 0.13531]], "homo_ev": [-6.47, -6.47], "lumo_ev": [0.93, 0.93], "e_above_lowest_kj_mol": 283.8, "molar_mass_g_mol": 99.13, "energy_ha": -325.82948, "charge": 0}

=====

[6]
{"formula": "C11H21Br2N2O2", "method": "wB97M-V/def2-TZVPD", "species": ["C", "C", "C", "C", "C", "C", "O", "C", "N", "C", "C", "N", "O", "H", "H", "H", "H", "H", "H", "H", "H", "H", "H", "H", "H", "H", "H", "H", "H", "H", "Br", "C", "C", "Br", "H", "H", "H", "H"], "positions_angstrom": [[-0.13396, 2.96359, 0.03204], [-1.09720, 2.59821, 0.68843], [-2.25593, 2.24228, 1.65044], [-2.31636, 0.71049, 2.08078], [-0.95329, 0.08741, 2.58576], [-0.01355, -0.56776, 1.49577], [1.03785, 0.35509, 1.17287], [-0.73955, -1.17387, 0.23722], [-0.08177, -2.43683, -0.28887], [1.40328, -2.42586, -0.16696], [1.75365, -2.18576, 1.37164], [2.08960, -3.52588, 1.96193], [0.66234, -1.69035, 2.16416], [0.90633, 3.08161, -0.34940], [-3.21944, 2.44104, 1.07532], [-2.32374, 2.91634, 2.56093], [-3.03151, 0.67420, 2.96665], [-2.83706, 0.15440, 1.25221], [-1.11341, -0.65489, 3.43014], [-0.35897, 0.93645, 3.05731], [1.51092, 0.49099, 2.02243], [-0.82453, -0.42896, -0.61002], [-1.78655, -1.50585, 0.52859], [-0.41855, -2.63742, -1.24750], [-0.45597, -3.19684, 0.30872], [1.78254, -1.51822, -0.74447], [1.90432, -3.31915, -0.63153], [2.70123, -1.57874, 1.48618], [2.84792, -3.89614, 1.36437], [1.30884, -4.18292, 1.78637], [2.25232, 1.05362, -5.01292], [0.48376, 1.85691, -4.86475], [0.35924, 2.67730, -3.60555], [0.11445, 1.54299, -2.03574], [-0.23920, 1.04596, -4.92283], [0.38478, 2.49048, -5.74655], [-0.53216, 3.30421, -3.64229], [1.22934, 3.30190, -3.41088]], "homo_ev": -11.23, "lumo_ev": -3.30, "molar_mass_g_mol": 373.11, "energy_ha": -5839.36499, "charge": 1}